Entry from the OMol25 dataset: a 16-piece molecular cluster, C34H83BClIN18O36P2 overall (ωB97M-V with the def2-TZVPD basis set).

```
176
Properties=species:S:1:pos:R:3:forces:R:3:mulliken_charge:R:1
C -1.266 -0.878 1.480 -0.659 0.115 -0.106 -0.56
C -0.667 -2.204 1.150 0.323 -0.732 0.870 -0.29
N -0.988 -3.179 1.918 0.190 0.558 -0.297 -0.81
C 0.301 -2.546 0.001 -0.602 0.093 0.059 -1.89
C 0.722 -1.604 -1.140 -0.092 -0.100 -1.320 1.58
O 1.804 -2.181 -1.938 0.043 -0.145 0.696 -0.58
C 1.912 -3.565 -2.001 0.078 -0.864 -0.427 0.06
P 3.092 -3.908 -3.340 1.233 0.764 0.006 0.08
N 4.569 -3.430 -3.062 -0.405 -0.085 -0.294 -0.58
B -0.494 -1.538 -2.203 -0.299 0.494 -0.005 1.20
N -0.254 -1.557 -3.648 0.286 0.104 0.386 -0.24
O -1.806 -1.442 -1.723 0.356 -0.120 0.052 -0.64
C 1.234 -0.187 -0.730 0.048 -0.111 0.876 0.69
C 0.119 0.869 -0.889 0.035 0.468 0.089 -0.07
C -0.076 1.521 -2.262 -0.538 0.390 -0.025 -0.22
C -1.043 2.727 -2.214 -0.011 -0.299 0.187 0.32
C -2.451 2.300 -1.764 0.594 -0.562 -0.631 -1.78
C -0.460 3.951 -1.513 -0.171 0.210 -0.633 0.13
C 0.610 4.630 -2.390 0.386 0.587 -1.245 -0.57
C 0.768 6.060 -1.938 1.244 -0.170 0.459 -1.29
C 1.729 6.392 -0.999 -0.788 0.030 -0.723 0.69
C 1.331 6.867 0.380 0.029 1.101 -0.995 -1.00
C 3.183 6.252 -1.345 -0.234 -1.796 0.874 -0.20
C 2.469 0.247 -1.501 -0.111 0.186 0.041 -1.01
C 3.043 1.639 -1.243 1.286 0.833 -1.941 -0.85
O 3.765 2.152 -2.069 -1.248 -0.797 1.480 -0.56
I 2.711 2.809 0.556 0.110 0.170 0.004 0.10
O 1.526 -0.222 0.695 -0.213 0.052 -0.438 -1.59
C 2.780 -0.503 1.203 1.270 -0.226 1.353 -0.15
O 2.563 -0.456 2.598 -0.321 -0.060 0.008 0.43
P 3.520 -2.215 0.713 -1.038 -0.815 -0.994 0.66
O 3.580 -3.017 2.129 0.594 0.244 0.173 -0.40
Cl 5.498 -1.780 0.331 -0.001 0.417 0.343 -0.32
H -0.570 -0.062 1.627 0.258 -0.040 -0.238 -0.05
H -1.858 -0.976 2.385 -0.014 -0.241 0.124 0.69
H -1.982 -0.637 0.695 0.035 0.282 -0.110 -0.23
H -0.526 -4.031 1.598 -0.045 -0.075 0.029 0.11
H -0.229 -3.375 -0.473 0.062 -0.165 -0.144 1.31
H 1.149 -3.034 0.470 0.273 0.232 0.027 0.60
H 0.985 -4.114 -2.229 -0.208 0.199 -0.054 0.18
H 2.341 -4.040 -1.115 -0.002 0.143 0.235 0.15
H 2.529 -3.270 -4.462 -0.368 -0.292 -0.026 0.07
H 2.961 -5.289 -3.589 -0.366 -0.042 0.124 0.06
H 4.817 -2.768 -3.789 0.269 0.081 0.106 0.20
H -0.809 -0.858 -4.123 -0.379 -0.305 -0.179 0.18
H -0.406 -2.462 -4.074 0.229 0.000 -0.241 0.22
H -2.197 -2.316 -1.632 -0.375 0.096 0.091 0.15
H -0.849 0.485 -0.592 0.019 -0.342 0.029 -0.90
H 0.324 1.639 -0.152 0.093 0.144 -0.016 0.77
H -0.560 0.830 -2.952 0.185 -0.193 -0.092 -0.43
H 0.820 1.880 -2.764 0.336 -0.196 0.187 0.56
H -1.155 3.029 -3.258 -0.042 -0.042 -0.154 0.44
H -2.562 2.144 -0.695 -0.059 0.251 0.154 0.15
H -2.615 1.333 -2.249 -0.240 -0.154 0.116 0.28
H -3.201 2.967 -2.174 -0.171 0.237 0.332 0.41
H -1.261 4.678 -1.439 -0.137 0.083 0.225 -0.24
H -0.131 3.761 -0.494 0.173 -0.051 0.072 0.34
H 0.203 4.634 -3.410 0.098 -0.230 -0.143 0.57
H 1.553 4.087 -2.431 0.098 -0.087 0.187 0.33
H 0.113 6.805 -2.382 -1.288 -0.198 1.233 0.49
H 0.917 7.882 0.361 0.046 0.118 0.272 0.30
H 2.195 6.818 1.036 0.006 0.192 0.177 0.30
H 0.545 6.204 0.722 -0.041 -0.046 0.267 0.09
H 3.791 6.390 -0.458 0.293 0.206 -0.113 -0.32
H 3.397 5.240 -1.703 0.175 -0.014 -0.182 0.23
H 3.453 6.936 -2.141 0.033 0.262 0.069 0.29
H 2.235 0.217 -2.562 0.072 0.103 -0.162 0.95
H 3.315 -0.434 -1.409 0.034 -0.158 0.196 0.56
H 3.566 0.231 0.998 -0.205 0.217 -0.541 0.80
H 3.415 -0.329 3.032 0.174 -0.004 -0.121 -0.14
H 4.456 -2.946 2.538 -0.066 -0.047 0.326 0.32
C -4.239 6.572 0.744 -0.171 -0.003 -0.068 -0.96
N -3.177 5.607 0.354 -0.111 0.154 0.002 0.84
O -3.348 4.934 -0.638 -0.245 0.036 0.075 -0.37
O -2.191 5.555 1.060 0.125 -0.033 0.136 -0.53
H -5.042 6.504 0.020 0.038 -0.010 -0.060 0.35
H -4.572 6.300 1.742 0.099 0.051 0.055 0.32
H -3.792 7.561 0.742 0.036 -0.004 0.055 0.30
C 6.097 5.986 2.693 0.068 -0.106 0.045 -0.78
N 5.746 6.589 1.379 0.036 -0.097 0.113 0.87
O 6.068 5.986 0.382 0.104 -0.018 -0.139 -0.50
O 5.152 7.647 1.401 -0.061 0.088 0.029 -0.52
H 6.613 5.052 2.513 0.016 -0.055 -0.057 0.31
H 6.729 6.697 3.216 -0.073 0.045 0.035 0.31
H 5.170 5.822 3.234 -0.018 0.083 0.029 0.28
C -5.604 -0.070 -3.865 -0.099 -0.235 0.044 -0.32
N -5.562 1.412 -3.847 -0.101 0.019 0.120 1.06
O -6.344 1.992 -3.124 -0.047 0.064 0.128 -0.59
O -4.748 1.962 -4.560 0.138 0.030 -0.204 -0.54
H -6.379 -0.393 -3.184 -0.007 0.028 0.031 0.31
H -5.820 -0.384 -4.881 0.125 -0.004 -0.039 0.02
H -4.631 -0.433 -3.546 0.054 0.057 -0.047 0.10
C -1.424 -7.824 1.520 0.094 -0.125 0.064 -0.80
N -0.978 -6.577 0.847 0.041 -0.113 -0.006 0.83
O 0.209 -6.333 0.816 0.133 0.051 0.016 -0.48
O -1.839 -5.873 0.366 -0.233 0.164 -0.172 -0.41
H -0.549 -8.340 1.895 0.042 0.030 -0.014 0.33
H -2.091 -7.534 2.326 -0.070 0.020 -0.049 0.31
H -1.949 -8.418 0.777 -0.072 0.051 -0.008 0.25
C -6.866 1.519 -7.684 0.102 0.040 -0.114 -0.70
N -6.958 0.126 -7.164 0.031 0.206 -0.146 0.84
O -6.063 -0.642 -7.443 0.103 -0.117 0.039 -0.51
O -7.923 -0.143 -6.481 -0.088 -0.028 0.129 -0.49
H -5.956 1.605 -8.264 0.027 -0.043 0.008 0.30
H -7.744 1.694 -8.297 -0.064 0.020 0.075 0.29
H -6.851 2.185 -6.827 -0.078 -0.003 0.017 0.26
C -3.131 5.648 -3.762 -0.125 -0.157 0.079 -0.31
N -3.197 7.133 -3.696 -0.013 -0.120 0.032 1.03
O -4.017 7.630 -2.951 -0.066 0.058 0.116 -0.58
O -2.422 7.750 -4.390 0.092 0.080 -0.088 -0.57
H -3.877 5.246 -3.089 -0.007 0.014 0.023 0.19
H -3.324 5.351 -4.788 0.091 0.056 -0.044 0.36
H -2.129 5.359 -3.457 0.037 0.009 -0.065 -0.11
C 3.984 -3.739 5.592 -0.166 0.026 0.135 -0.62
N 5.459 -3.921 5.638 -0.133 0.008 -0.050 0.98
O 5.987 -4.070 6.715 0.089 -0.019 0.109 -0.56
O 6.036 -3.898 4.569 0.067 0.064 -0.151 -0.55
H 3.591 -3.770 6.601 0.086 -0.001 0.049 0.33
H 3.802 -2.774 5.127 -0.070 -0.035 -0.101 0.11
H 3.577 -4.541 4.984 0.010 0.061 -0.110 0.33
C 5.707 0.541 5.702 0.326 -0.012 -0.104 -0.76
N 5.558 0.854 4.257 0.127 0.091 0.115 0.97
O 5.349 -0.075 3.499 -0.209 -0.309 -0.216 -0.56
O 5.649 2.007 3.911 0.016 0.145 0.075 -0.53
H 5.602 -0.527 5.834 -0.036 -0.020 -0.010 0.19
H 6.691 0.881 6.010 -0.014 0.069 -0.022 0.33
H 4.928 1.077 6.221 -0.010 0.107 0.027 0.32
C 2.343 1.367 9.025 -0.139 0.147 -0.136 -0.72
N 3.459 0.503 8.555 -0.253 0.049 0.145 0.86
O 3.417 0.101 7.409 -0.017 -0.128 -0.071 -0.45
O 4.339 0.251 9.345 0.139 -0.025 0.058 -0.54
H 1.643 1.490 8.209 0.049 -0.049 0.030 0.30
H 1.879 0.863 9.867 0.044 0.012 0.049 0.29
H 2.775 2.315 9.331 0.066 -0.048 0.109 0.31
C 0.073 -0.495 4.926 -0.116 -0.149 -0.135 -0.51
N -0.040 -0.870 6.363 -0.094 -0.040 -0.232 0.95
O -0.636 -1.883 6.646 0.014 -0.085 0.060 -0.55
O 0.480 -0.123 7.168 -0.038 0.089 0.115 -0.58
H -0.440 -1.244 4.332 0.011 -0.064 0.044 0.23
H -0.390 0.481 4.813 0.084 0.060 0.025 0.30
H 1.127 -0.456 4.671 0.016 0.084 0.004 0.05
C 6.830 -5.288 -0.509 0.205 -0.128 0.058 -0.68
N 5.498 -5.890 -0.234 0.262 0.051 -0.046 0.83
O 5.453 -6.933 0.381 -0.034 -0.097 0.049 -0.56
O 4.544 -5.282 -0.660 -0.439 -0.023 0.087 -0.41
H 7.589 -5.931 -0.080 -0.030 -0.040 0.026 0.32
H 6.928 -5.212 -1.588 -0.092 0.133 -0.013 0.29
H 6.837 -4.303 -0.055 -0.055 0.063 -0.088 0.18
C -3.418 -5.926 -2.976 0.015 0.107 0.177 -0.63
N -2.984 -7.344 -3.110 -0.065 0.205 0.048 0.96
O -2.512 -7.879 -2.136 0.128 -0.218 0.158 -0.53
O -3.136 -7.871 -4.192 -0.024 0.137 -0.085 -0.57
H -3.217 -5.609 -1.958 0.024 -0.055 0.025 0.15
H -2.850 -5.346 -3.696 -0.059 -0.029 -0.088 0.28
H -4.479 -5.888 -3.202 0.006 -0.001 -0.095 0.32
C -6.754 0.717 0.438 -0.139 0.022 -0.091 -0.73
N -5.773 -0.342 0.077 0.024 -0.054 -0.082 0.97
O -6.008 -1.034 -0.895 -0.146 -0.053 -0.146 -0.56
O -4.793 -0.453 0.771 0.184 0.091 0.229 -0.51
H -7.566 0.689 -0.278 0.022 -0.022 -0.044 0.28
H -7.102 0.505 1.444 0.078 0.031 0.047 0.29
H -6.229 1.667 0.401 0.040 -0.004 0.062 0.27
C -1.796 6.300 4.306 0.218 -0.008 0.031 -0.43
N -3.020 5.551 4.695 0.111 0.051 -0.029 0.93
O -2.900 4.610 5.444 -0.005 -0.108 0.081 -0.55
O -4.070 5.938 4.222 -0.128 0.033 -0.093 -0.56
H -0.943 5.846 4.793 -0.042 -0.058 0.054 0.31
H -1.715 6.233 3.226 -0.051 0.072 -0.061 0.05
H -1.926 7.330 4.623 -0.083 0.017 -0.056 0.28
C -2.958 -10.639 -5.394 0.160 -0.150 -0.157 -0.60
N -3.036 -12.080 -5.027 0.006 0.087 -0.083 0.89
O -2.199 -12.830 -5.479 0.098 -0.082 -0.042 -0.53
O -3.941 -12.406 -4.290 -0.114 -0.031 0.091 -0.53
H -2.108 -10.502 -6.051 0.015 -0.047 -0.012 0.31
H -3.887 -10.381 -5.892 -0.058 0.025 0.095 0.27
H -2.842 -10.074 -4.480 -0.093 0.011 0.061 0.21
```
Forces are in eV/Å.

The calculation puts the HOMO-LUMO gap at 6.4 eV. For the largest force on an atom, the calculation gives 2.47 eV/A. As for the total energy: -6503.47960 Ha. The value obtained for the HOMO energy is -6.818 eV.